Entry from the OMol25 dataset: 3 unconnected molecules or ions with the total composition C16H16F2N2O8S (ωB97M-V/def2-TZVPD).

```
45
C16H16F2N2O8S, DFT ωB97M-V/def2-TZVPD
O -3.75389 -2.74988 -0.93654
C -2.96141 -1.99861 -0.47320
F -3.07793 -1.56948 0.80226
C -1.76754 -1.36658 -1.16045
O -1.00647 -2.33199 -1.88609
S -0.32205 -3.46197 -0.91265
O 0.15257 -4.46486 -1.82681
O 0.96782 -2.56339 -0.47902
C 1.15244 -2.43158 0.95100
C 1.78800 -1.08855 1.23147
F 0.81259 -0.10113 1.43775
H -1.14473 -0.84679 -0.42251
H -2.13029 -0.63694 -1.88638
H 1.82262 -3.22591 1.29417
H 0.19857 -2.52499 1.47930
H 2.42062 -1.15607 2.12326
H 2.39926 -0.79936 0.37051
C -7.68784 1.02861 -2.97551
C -7.21541 2.31939 -3.17495
C -5.85637 2.54948 -3.31096
C -4.99467 1.47023 -3.24512
C -5.44198 0.17602 -3.04685
C -6.80328 -0.03982 -2.90958
N -3.54973 1.70839 -3.39217
O -3.17006 2.84718 -3.54632
O -2.81672 0.73575 -3.34523
H -8.75054 0.85442 -2.87201
H -7.90616 3.14961 -3.22487
H -5.47309 3.54705 -3.46386
H -4.74578 -0.64862 -3.00341
H -7.17150 -1.04406 -2.75287
C 7.08593 2.67995 3.10988
C 6.34835 2.33722 4.23551
C 5.65126 1.14078 4.27238
C 5.71123 0.30755 3.17077
C 6.43690 0.62837 2.03847
C 7.12820 1.82855 2.01365
N 4.97805 -0.96810 3.20567
O 4.32414 -1.21924 4.19773
O 5.05770 -1.69301 2.23326
H 7.63036 3.61453 3.08697
H 6.31545 3.00212 5.08734
H 5.07177 0.86045 5.13891
H 6.46053 -0.04499 1.19505
H 7.70101 2.09814 1.13731
```

Lowest unoccupied orbital energy = -0.8 eV
Largest force on an atom = 0.7 eV/A
Orbital gap = 0.350 Ha
HOMO = -10.28 eV

Charge distribution, Löwdin scheme, values in e: atom 1 (O): 0.17, atom 2 (C): -0.45, atom 3 (F): 0.10, atom 4 (C): -0.14, atom 5 (O): -0.28, atom 6 (S): 0.94, atom 7 (O): -0.36, atom 8 (O): -0.32, atom 9 (C): -0.21, atom 10 (C): -0.16, atom 11 (F): -0.06, atom 12 (H): 0.12, atom 13 (H): 0.11, atom 14 (H): 0.13, atom 15 (H): 0.12, atom 16 (H): 0.10, atom 17 (H): 0.13, atom 18 (C): -0.07, atom 19 (C): -0.06, atom 20 (C): 0.00, atom 21 (C): -0.14, atom 22 (C): 0.00, atom 23 (C): -0.06, atom 24 (N): -0.34, atom 25 (O): 0.10, atom 26 (O): 0.05, atom 27 (H): 0.11, atom 28 (H): 0.11, atom 29 (H): 0.12, atom 30 (H): 0.12, atom 31 (H): 0.11, atom 32 (C): -0.07, atom 33 (C): -0.06, atom 34 (C): 0.00, atom 35 (C): -0.15, atom 36 (C): 0.00, atom 37 (C): -0.06, atom 38 (N): -0.36, atom 39 (O): 0.08, atom 40 (O): 0.07, atom 41 (H): 0.11, atom 42 (H): 0.11, atom 43 (H): 0.12, atom 44 (H): 0.12, atom 45 (H): 0.11

---

Entry from the OMol25 dataset: C16H16F3N3O6S in the gas phase at a distorted geometry (ωB97M-V/def2-TZVPD).

```
45
C16H16F3N3O6S, DFT ωB97M-V/def2-TZVPD
C 4.08137 0.85494 5.64474
C 3.58179 1.95184 4.71532
O 2.61736 1.45204 3.79178
C 3.08622 0.86405 2.68024
O 4.26096 0.76066 2.41043
C 1.99144 0.38356 1.85350
S 0.33836 0.59101 2.36967
C -0.14994 -0.25576 0.91547
N -1.46761 -0.51240 0.69702
C -2.04497 -0.59325 -0.64223
N -1.08451 -0.81791 -1.67020
C -0.33905 0.27182 -2.05461
O -0.66588 1.39994 -1.74014
C 0.81517 -0.04284 -2.88264
C 1.74858 0.79577 -3.44415
C 2.67433 -0.03603 -4.10440
C 2.24075 -1.31384 -3.89646
O 1.12532 -1.32952 -3.16328
C -2.83380 0.70873 -1.02085
O -3.39794 0.82730 -2.06788
O -2.89124 1.53961 0.00647
C -3.52335 2.79149 -0.25339
C -3.04688 -1.76769 -0.62122
F -3.63393 -1.98104 -1.79301
F -2.43861 -2.91137 -0.27890
F -4.01289 -1.55850 0.28270
N 0.82568 -0.63623 0.15510
C 2.03505 -0.28116 0.65141
C 3.25796 -0.62389 -0.11767
H 4.76326 1.27947 6.37587
H 4.60730 0.09492 5.07188
H 3.24500 0.39205 6.16318
H 4.41787 2.38278 4.15441
H 3.06139 2.73422 5.27149
H -2.08928 -0.08002 1.36913
H -0.65603 -1.73110 -1.73643
H 1.75152 1.86413 -3.38122
H 3.54007 0.26948 -4.65456
H 2.63440 -2.25959 -4.21454
H -4.51734 2.63080 -0.67355
H -3.58128 3.30245 0.70378
H -2.91789 3.35904 -0.96099
H 4.13802 -0.49411 0.50391
H 3.33552 0.03174 -0.98486
H 3.18935 -1.64924 -0.47410
```

Lowest unoccupied orbital energy = 0.4 eV
Largest force on an atom = 1.5 eV/A
SMILES string = CCOC(=O)c1sc(N[C@](NC(=O)c2ccco2)(C(=O)OC)C(F)(F)F)nc1C
Orbital gap = 0.326 Ha
HOMO = -8.45 eV

Charge distribution, Löwdin scheme, values in e: atom 1 (C): -0.06, atom 2 (C): -0.22, atom 3 (O): -0.06, atom 4 (C): -0.52, atom 5 (O): 0.10, atom 6 (C): -0.36, atom 7 (S): 1.15, atom 8 (C): -0.58, atom 9 (N): 0.11, atom 10 (C): -0.25, atom 11 (N): 0.17, atom 12 (C): -0.40, atom 13 (O): 0.12, atom 14 (C): -0.20, atom 15 (C): 0.02, atom 16 (C): -0.04, atom 17 (C): -0.10, atom 18 (O): 0.06, atom 19 (C): -0.47, atom 20 (O): 0.16, atom 21 (O): -0.03, atom 22 (C): -0.01, atom 23 (C): -0.57, atom 24 (F): 0.18, atom 25 (F): 0.16, atom 26 (F): 0.17, atom 27 (N): 0.11, atom 28 (C): -0.32, atom 29 (C): 0.00, atom 30 (H): 0.08, atom 31 (H): 0.08, atom 32 (H): 0.08, atom 33 (H): 0.12, atom 34 (H): 0.12, atom 35 (H): 0.13, atom 36 (H): 0.16, atom 37 (H): 0.12, atom 38 (H): 0.11, atom 39 (H): 0.13, atom 40 (H): 0.10, atom 41 (H): 0.10, atom 42 (H): 0.11, atom 43 (H): 0.07, atom 44 (H): 0.08, atom 45 (H): 0.09

---

Entry from the OMol25 dataset: C16H16N2O3 in the gas phase at a distorted geometry (ωB97M-V/def2-TZVPD).

```
37
C16H16N2O3, DFT ωB97M-V/def2-TZVPD
C 0.46265 -0.07021 0.88743
C -0.09553 0.18628 2.33511
O -0.85207 1.12851 2.57760
C 0.36876 -0.71283 3.43018
C 1.45031 -1.59741 3.25041
C 1.85820 -2.46851 4.27592
C 1.21683 -2.41925 5.52860
C 0.20017 -1.47161 5.75344
C -0.21343 -0.63661 4.71575
N -0.03582 -1.39156 0.36860
O -0.68433 -0.91382 -0.73240
O 0.29782 -2.54833 0.42494
H 1.58734 -0.14573 1.03585
H 2.00751 -1.61552 2.30894
H 2.67835 -3.18217 4.09534
H 1.52112 -3.11685 6.32099
H -0.25891 -1.39241 6.74033
H -0.98157 0.10442 4.89911
C -2.13679 1.81234 -1.40212
N -0.83268 1.26487 -1.69695
C -0.46087 1.09454 -2.99443
C 0.43638 0.07824 -3.42578
C 0.88023 0.03628 -4.75375
C 0.42557 0.98562 -5.67337
C -0.55377 1.91777 -5.31951
C -1.01286 1.96404 -3.99907
C -0.14970 0.51620 -0.34638
H -2.80431 1.74719 -2.29890
H -2.60053 1.24093 -0.57932
H -2.08526 2.87021 -1.04717
H 0.72727 -0.71765 -2.72632
H 1.57746 -0.74939 -5.05471
H 0.82410 0.98962 -6.67623
H -0.99279 2.62627 -6.02149
H -1.80674 2.66097 -3.70440
H 0.84590 0.78386 -0.76491
H -0.80798 1.14170 0.26867
```

Lowest unoccupied orbital energy = -2.0 eV
Largest force on an atom = 6.8 eV/A
Orbital gap = 0.173 Ha
HOMO = -6.68 eV

Charge distribution, Löwdin scheme, values in e: atom 1 (C): -0.08, atom 2 (C): -0.24, atom 3 (O): 0.11, atom 4 (C): -0.15, atom 5 (C): -0.04, atom 6 (C): -0.06, atom 7 (C): -0.06, atom 8 (C): -0.06, atom 9 (C): -0.01, atom 10 (N): -0.16, atom 11 (O): 0.10, atom 12 (O): 0.16, atom 13 (H): 0.18, atom 14 (H): 0.10, atom 15 (H): 0.11, atom 16 (H): 0.11, atom 17 (H): 0.11, atom 18 (H): 0.12, atom 19 (C): -0.11, atom 20 (N): -0.13, atom 21 (C): -0.27, atom 22 (C): -0.05, atom 23 (C): -0.11, atom 24 (C): -0.14, atom 25 (C): -0.10, atom 26 (C): -0.04, atom 27 (C): -0.27, atom 28 (H): 0.09, atom 29 (H): 0.08, atom 30 (H): 0.09, atom 31 (H): 0.09, atom 32 (H): 0.10, atom 33 (H): 0.08, atom 34 (H): 0.10, atom 35 (H): 0.09, atom 36 (H): 0.15, atom 37 (H): 0.11